(1)
The following is a quantum chemistry calculation of an isolated ion of composition C9H12NO2 and charge +1, from the OMol25 dataset.

Element x y z (Å)
C 2.99881 0.60357 -0.18394
C 2.93734 -0.77411 -0.30527
C 1.84544 1.32578 0.06617
C 1.71963 -1.41504 -0.19681
C 0.61176 0.70073 0.19771
C 0.54852 -0.68660 0.03852
C -0.59007 1.55219 0.60061
C -1.89600 0.85487 0.57210
C -0.68566 -1.47967 0.11099
N -2.54652 0.81359 -0.75101
O -0.93223 -2.38195 1.06314
O -1.41853 -1.66223 -1.00689
H 3.94723 1.11260 -0.26539
H 3.82808 -1.35272 -0.48898
H 1.90611 2.39832 0.17464
H 1.66643 -2.48921 -0.30307
H -0.39739 1.91605 1.61122
H -0.58419 2.43704 -0.05158
H -2.56197 0.87690 1.41332
H -2.37560 -0.12782 -1.18375
H -2.11324 1.51290 -1.37132
H -3.55521 0.98327 -0.69284
H -0.38202 -2.26589 1.84675
H -1.97072 -2.45258 -0.89430

The value obtained for the LUMO energy (spin up / spin down) is -3.32 / -3.32 eV. The largest force on an atom comes out at 2.8 eV/A. For the frontier orbital gap (spin up / spin down), the calculation gives 7.8 / 7.8 eV. As for the energy above the lowest of the compared OMol25 structures with the same formula, charge and spin: 192.0 kJ/mol. The HOMO energy (spin up / spin down) is -11.11 / -11.12 eV. The calculation puts the total energy at -555.0645 Eh. Its total charge is +1.



(2)
The following is a quantum chemistry calculation of a 2-piece molecular cluster, C9H12NOP overall, from the OMol25 dataset.

Element x y z (Å)
C -4.00288 -0.03299 -0.24166
C -3.76654 -1.09279 -1.09597
C -2.94613 0.54332 0.45531
C -2.46878 -1.63495 -1.02107
C -1.71959 -0.07846 0.57686
C -1.43482 -1.14112 -0.24920
C 2.72191 1.56114 0.75727
C 2.44740 1.34062 -0.71640
C 2.77887 0.13701 1.49204
N 2.47551 0.18930 -1.20641
O 3.35924 -2.09226 0.16149
P 2.21173 -1.20470 0.27865
H -4.92825 0.50298 -0.18446
H -4.40803 -1.56975 -1.83936
H -3.10702 1.33548 1.04974
H -2.16649 -2.22984 -1.90158
H -1.03844 0.41044 1.23945
H 3.68710 2.20018 0.85479
H 2.01836 2.18402 1.19005
H -0.42775 -1.45135 -0.46993
H 2.13759 2.24916 -1.15130
H 3.83222 -0.04313 1.77228
H 2.17159 0.10010 2.40416
H 2.57321 -0.18242 -2.15473

The value obtained for the LUMO energy (spin up / spin down) is 0.91 / -2.33 eV. The largest force on an atom comes out at 7.5 eV/A. The spin multiplicity is 3. For the frontier orbital gap (spin up / spin down), the calculation gives 6.2 / 7.1 eV. As for the energy above the lowest of the compared OMol25 structures with the same formula, charge and spin: 0.0 kJ/mol. As for the expectation value of S²: 2.010. The HOMO energy (spin up / spin down) is -5.26 / -9.42 eV. The calculation puts the total energy at -821.3304 Eh.